1.
C20H60O10 | ωB97M-V with the def2-TZVPD basis set

Results
ΔE to the lowest compared entry with this formula, charge and spin, kJ/mol: 284.04
F_max, eV Å⁻¹: 3.26
Spin multiplicity: 1
Energy, a.u.: -1550.2281
Orbital gap, eV: 10.08
Lowest unoccupied orbital energy, eV: 0.501
SMILES: CCO.CCO.CCO.CCO.CCO.CCO.CCO.CCO.CCO.CCO

XYZ file:
```
90
Properties=species:S:1:pos:R:3:forces:R:3:mulliken_charge:R:1
C -0.46828 0.14367 1.28019 -0.60 -1.11 1.35 -0.30
C -0.18559 1.05816 0.14913 0.22 1.24 0.50 0.19
O 0.87503 0.60010 -0.64363 0.59 -1.50 -1.05 -0.13
H 0.36919 -0.12254 1.92508 0.44 -0.08 -0.42 -0.16
H -0.94301 -0.74984 0.87476 0.42 -0.41 -0.02 -0.36
H -1.21529 0.42628 2.02194 -0.23 0.84 -0.28 0.55
H 0.16687 2.05249 0.42333 -0.97 0.34 0.50 0.24
H -1.11320 1.09020 -0.42239 0.23 0.42 -0.47 -0.13
H 1.69255 1.02577 -0.37519 -0.02 -0.03 0.17 -0.03
C -3.96097 -4.52468 -0.79386 -0.19 -0.05 1.11 -0.69
C -2.50626 -4.55389 -0.27707 -1.26 -1.74 -2.45 -0.32
O -2.06469 -3.24624 -0.21420 0.47 1.10 1.11 -0.14
H -4.40168 -3.66188 -0.29443 -0.10 0.21 -0.33 -0.20
H -4.60314 -5.32862 -0.43411 0.38 -0.40 -0.06 0.35
H -4.09429 -4.44217 -1.87253 0.38 0.16 0.13 0.30
H -1.85751 -4.91764 -1.07388 -0.18 -1.19 -0.02 0.41
H -2.34105 -5.16025 0.61351 -0.21 0.34 0.32 0.30
H -1.11755 -3.39306 -0.15977 0.96 1.31 -0.07 -0.07
C 4.31675 2.49708 -2.09408 -0.54 -0.75 -0.83 -0.76
C 5.32328 3.61494 -2.21935 -1.12 -0.30 -2.38 -0.40
O 6.13031 3.69559 -1.13403 1.05 0.20 2.60 -0.51
H 3.62075 2.59246 -1.26067 0.56 -0.18 0.54 -0.02
H 4.77599 1.51846 -2.23371 0.27 -0.14 1.04 0.37
H 3.61124 2.41483 -2.92087 0.08 0.87 -0.51 0.41
H 4.77494 4.52897 -2.44735 0.01 0.40 0.18 0.28
H 5.98762 3.42135 -3.06153 -0.35 -0.13 -0.67 0.30
H 6.83681 4.32240 -1.30600 -0.01 0.00 0.07 0.31
C -3.66244 0.10640 -3.65503 -1.00 -0.27 0.05 -1.46
C -3.56360 -0.62403 -2.34994 1.89 0.79 1.52 0.92
O -2.80140 -1.81404 -2.35971 -1.00 -0.29 -1.45 -0.53
H -2.78854 0.07048 -4.30549 -0.02 0.02 0.24 0.32
H -3.91032 1.11531 -3.32523 0.21 0.32 -0.50 0.35
H -4.55872 -0.25378 -4.16005 0.22 -0.04 -0.55 0.42
H -4.53950 -0.59911 -1.86506 -0.43 -0.97 -0.12 0.20
H -2.98845 0.01215 -1.67721 0.12 0.65 0.22 -0.40
H -2.65619 -2.16718 -1.47890 0.03 -0.02 0.26 0.36
C 4.05164 -0.40259 1.18808 0.53 -0.62 -0.48 -0.51
C 3.70900 0.22839 2.52742 0.98 -1.68 -0.88 -0.47
O 3.13359 1.45898 2.31068 -1.59 1.64 -0.04 -0.36
H 4.58801 -1.35145 1.17909 0.31 -0.10 0.82 0.42
H 4.70777 0.25927 0.62279 -0.40 0.18 -0.40 0.28
H 3.14184 -0.71768 0.67712 -0.18 0.75 -0.38 -0.19
H 4.61096 0.32890 3.13113 -0.15 -0.27 0.38 0.39
H 2.96527 -0.45421 2.93854 0.04 0.42 0.79 0.25
H 3.76637 2.16326 2.15201 0.31 -0.24 0.01 0.25
C -5.50333 -1.74995 1.41549 0.49 -0.81 0.28 -1.36
C -4.13362 -1.08721 1.64421 -1.84 -0.22 -0.23 0.05
O -3.15364 -2.04620 1.83819 0.54 -0.15 1.15 -0.25
H -6.34058 -1.11081 1.69588 -0.02 0.07 -0.51 0.40
H -5.54136 -2.62188 2.06847 -0.04 0.06 0.40 0.34
H -5.56132 -2.21956 0.43355 -0.42 0.59 -0.26 0.23
H -4.28156 -0.53103 2.56988 0.65 0.44 -0.14 0.44
H -3.91081 -0.47577 0.76980 0.20 0.54 0.24 0.00
H -2.78127 -2.37494 1.01668 0.21 -0.24 -0.53 0.17
C -0.17240 -3.73941 2.73226 -0.04 0.40 -0.74 -0.34
C -0.52452 -2.74980 3.83967 0.42 -0.51 1.40 -0.17
O -1.88221 -2.80177 4.22691 0.10 0.04 -0.39 -0.61
H -0.56695 -3.33077 1.80196 -0.39 -0.11 0.04 -0.20
H -0.56241 -4.74961 2.85672 -0.15 0.13 0.37 0.33
H 0.87713 -3.83376 2.45353 0.33 0.15 0.63 0.33
H -0.19753 -1.73587 3.60920 -0.16 0.21 -0.54 0.00
H -0.04792 -2.92692 4.80382 0.63 -0.50 -0.19 0.38
H -2.36959 -2.56731 3.43376 -0.69 0.14 -0.33 0.45
C 0.19954 2.48836 -2.98051 0.84 -2.34 -0.60 -0.19
C -0.44713 3.77119 -2.92957 -2.19 0.51 0.99 -0.38
O 0.26553 4.72166 -3.60990 0.91 1.53 -1.00 -0.51
H -0.48393 1.73060 -2.59744 0.25 -0.11 0.27 -0.03
H 1.16890 2.40749 -2.48865 -0.16 0.15 0.15 -0.22
H 0.35112 2.22361 -4.02694 0.16 -0.06 -0.15 0.45
H -0.66324 4.07077 -1.90408 0.21 0.22 0.41 0.24
H -1.43878 3.64564 -3.36427 -0.29 0.04 -0.25 0.30
H -0.35984 5.31385 -4.03395 0.22 0.17 0.01 0.33
C 0.78852 5.90092 2.72450 -0.38 -0.23 -0.03 -1.34
C 1.45688 4.63884 2.17480 -0.54 -0.02 0.31 0.21
O 0.74932 3.52103 2.69124 -0.08 -0.02 0.49 -0.51
H 1.31465 6.82043 2.46802 -0.17 -0.07 -0.44 0.36
H 0.64816 5.95660 3.80398 0.61 -0.61 0.21 0.33
H -0.25079 5.88321 2.39645 0.06 0.40 -0.50 0.31
H 2.51878 4.60303 2.41811 0.17 -0.03 0.19 0.22
H 1.35200 4.54356 1.09404 0.21 0.72 -0.31 0.18
H 1.17264 2.72196 2.36893 0.19 -0.24 0.13 0.21
C 2.38682 -2.54889 -2.00978 0.52 -0.62 0.62 -0.84
C 1.90604 -3.18369 -0.71559 -0.37 0.27 0.31 -0.41
O 0.64829 -2.62997 -0.36854 -0.71 -0.47 0.13 -0.22
H 3.47504 -2.60281 -2.04077 0.06 -0.11 -0.34 0.36
H 2.11566 -1.49332 -2.02842 -0.16 -0.08 -0.22 0.01
H 1.94045 -3.13865 -2.81044 0.12 0.55 -0.33 0.34
H 2.54396 -3.04406 0.15714 0.55 0.03 -0.18 0.21
H 1.74280 -4.25556 -0.82755 0.09 -0.02 -0.04 0.44
H 0.73841 -1.67422 -0.37031 -0.09 0.47 -0.05 -0.03
```
Positions in Å, forces in eV/Å.

---

2.
C27H31N5O5V | ωB97M-V with the def2-TZVPD basis set

Results
F_max, eV Å⁻¹: 4.83
Spin multiplicity: 1
Energy, a.u.: -2641.2244
Orbital gap, eV: 8.98
Lowest unoccupied orbital energy, eV: -3.126
Net charge: +1

XYZ file:
```
69
Properties=species:S:1:pos:R:3:forces:R:3:mulliken_charge:R:1
O 1.76177 -1.09541 0.93284 -0.14 0.10 -0.67 -0.43
V 0.65858 -0.88507 -0.19016 -0.05 -0.59 0.18 1.12
O 1.31749 -0.15249 -1.43763 -0.23 -0.22 1.16 -0.46
N -0.27555 2.38862 -2.68845 0.06 1.07 -1.62 -0.07
C 0.32880 1.90666 -3.81604 0.23 0.74 1.35 0.04
C 0.94839 2.72801 -4.74493 -0.17 0.22 0.27 -0.86
C 0.92785 4.09690 -4.51517 1.15 -0.19 -1.42 -0.13
C 0.26441 4.62148 -3.45987 -0.61 0.70 0.37 -0.86
C -0.34996 3.75400 -2.61167 -0.45 -2.20 0.97 0.01
H 0.47610 0.84013 -3.90105 -0.38 -0.20 0.17 0.29
H 1.46846 2.30108 -5.58971 0.01 0.02 -0.02 0.41
H 1.47925 4.78764 -5.13585 0.02 -0.15 -0.39 0.37
H 0.18318 5.68937 -3.32057 0.08 0.02 0.11 0.41
H -0.92567 4.12522 -1.77671 -0.03 0.07 0.24 0.24
N -0.77638 -2.36481 1.27284 -1.98 -2.03 1.14 0.43
C -2.06651 -2.84855 1.04962 0.96 0.56 -0.14 -0.26
C -2.76517 -3.72276 1.87599 0.86 -0.13 0.86 -0.81
C -2.11200 -4.18282 3.00678 -0.54 -0.13 0.09 -0.22
C -0.85547 -3.72076 3.28593 0.24 -1.08 0.79 -0.79
C -0.22787 -2.88579 2.43176 0.34 2.31 -2.09 -0.38
H -2.59115 -2.55032 0.15396 0.38 0.46 -0.24 0.35
H -3.77293 -4.09647 1.77038 -0.07 0.38 -0.84 0.44
H -2.58211 -4.89083 3.67320 -0.13 -0.02 0.03 0.39
H -0.30701 -4.08670 4.14132 -0.03 0.08 0.14 0.42
H 0.75211 -2.51323 2.69107 0.20 0.03 -0.29 0.55
N -0.29663 0.82574 1.25625 -0.71 1.49 0.54 0.79
C -0.45911 0.81813 2.60581 0.14 2.09 1.27 -0.54
C -1.04625 1.90969 3.36280 -0.11 -1.32 -2.78 -0.78
C -1.61538 2.93805 2.60365 0.45 0.67 1.56 -0.56
C -1.38741 3.05874 1.26506 1.35 -1.85 -1.24 -0.53
C -0.70373 1.98877 0.64521 -0.31 -0.83 0.09 -0.27
H 0.05435 0.10782 3.23686 -0.12 -0.79 -0.55 0.33
H -1.12064 1.93883 4.43984 0.14 -0.39 -0.04 0.46
H -2.09071 3.76983 3.10225 -0.21 -0.02 0.23 0.44
H -1.63310 3.93440 0.68260 -0.19 -0.03 0.06 0.50
H -0.50559 1.96085 -0.41610 -0.02 0.39 -0.23 0.56
N 0.95313 -2.92920 -1.29877 -0.64 -1.33 -0.62 0.23
C 1.65125 -4.01716 -0.79888 0.40 1.19 -1.11 -0.07
C 2.11237 -5.05683 -1.59297 -1.58 -0.26 -0.52 -0.73
C 1.58557 -5.19006 -2.88748 0.57 0.86 -0.09 -0.19
C 0.78850 -4.17479 -3.40561 -0.12 0.25 1.37 -0.67
C 0.47555 -3.06855 -2.58765 1.46 -0.61 0.56 -0.13
H 2.02294 -4.05308 0.21451 -0.35 0.82 0.25 0.34
H 2.72495 -5.82801 -1.14978 0.08 0.04 -0.02 0.38
H 1.86917 -5.98047 -3.56661 0.09 -0.29 0.25 0.39
H 0.41837 -4.25198 -4.41727 -0.12 0.20 0.03 0.38
H -0.06738 -2.26271 -3.05910 -0.08 0.33 0.52 0.30
C 4.39457 0.36460 2.75610 -0.70 0.90 2.23 0.27
C 4.30493 1.78243 3.25474 -2.72 0.76 -0.28 -0.35
O 5.49538 2.42549 2.96312 1.33 0.20 0.07 -0.33
C 6.41516 1.49038 2.63942 2.77 0.63 -2.10 0.62
O 7.58398 1.72392 2.28089 -4.35 -1.16 1.76 -0.54
O 5.78627 0.27207 2.61789 1.52 -1.10 -0.90 -0.34
H 3.66404 0.12737 1.98270 1.13 -0.15 -0.94 -0.09
H 4.01952 -0.14246 3.64511 0.56 -1.16 -0.24 0.20
H 4.04817 1.77198 4.31402 0.42 0.50 0.11 0.28
H 3.49344 2.25669 2.70278 0.02 0.55 0.25 0.26
C -4.24428 1.25999 0.43050 -0.28 -0.14 -0.17 -1.01
C -4.02861 1.95833 -0.92411 0.48 -0.85 0.20 -0.04
C -3.45093 1.05083 -2.04685 0.16 -0.65 0.32 -0.63
C -2.33871 0.17716 -1.65845 2.48 -0.85 1.10 0.16
N -1.43315 -0.48735 -1.33356 -2.07 1.17 -0.32 -0.13
H -3.32695 0.78238 0.77473 0.14 0.14 0.07 0.08
H -5.00404 0.47849 0.44075 -0.10 -0.06 -0.44 0.36
H -4.58253 1.96232 1.19236 0.22 0.17 -0.06 0.35
H -3.29119 2.74322 -0.75597 -0.21 0.23 -0.17 -0.04
H -4.94848 2.37414 -1.33528 0.08 0.16 0.19 0.39
H -3.09203 1.65445 -2.88047 -0.12 -0.08 -0.10 0.30
H -4.15354 0.29265 -2.39269 -0.60 0.39 -0.26 0.44
```
Positions in Å, forces in eV/Å.

---

3.
C9H14O7 | ωB97M-V with the def2-TZVPD basis set

Results
ΔE to the lowest compared entry with this formula, charge and spin, kJ/mol: 0.00
F_max, eV Å⁻¹: 0.80
Spin multiplicity: 1
Energy, a.u.: -877.9050
Orbital gap, eV: 10.87
Lowest unoccupied orbital energy, eV: 0.613
SMILES: CCOOC(=O)OCC=O.O=C1CCCO1

XYZ file:
```
30
Properties=species:S:1:pos:R:3:forces:R:3:mulliken_charge:R:1
C 0.35742 -1.87213 0.72617 0.31 0.05 0.44 -0.78
C 1.86986 -1.60207 0.72505 -0.48 -0.19 -0.50 -0.24
O 2.33439 -1.78236 2.06807 0.03 0.23 0.37 -0.23
O 3.53149 -1.00466 2.22535 -0.01 -0.29 -0.35 -0.24
C 3.27049 0.22177 2.73571 0.18 0.37 0.40 0.69
O 3.99469 1.13646 2.49826 0.04 -0.09 -0.09 -0.50
O 2.22563 0.27380 3.58854 -0.42 -0.16 -0.35 -0.32
C 1.09027 0.97535 3.05655 0.20 -0.17 -0.08 -0.07
C -0.17856 0.27784 3.47555 -0.74 0.28 -0.15 -0.11
O -1.25010 0.64240 3.05298 0.49 -0.18 0.23 -0.49
H 0.00968 -1.91640 1.76146 -0.04 -0.04 -0.07 0.30
H 0.13520 -2.83233 0.26224 -0.11 0.11 -0.04 0.37
H -0.15327 -1.05264 0.22100 -0.02 -0.35 0.02 0.01
H 2.07674 -0.58596 0.38349 0.07 -0.03 0.11 0.29
H 2.36514 -2.30783 0.05239 0.25 0.18 0.13 0.44
H 1.10730 0.96215 1.96230 0.01 0.11 0.05 0.14
H 1.08033 2.01498 3.38944 0.01 -0.03 0.04 0.36
H -0.09786 -0.57212 4.17542 0.19 0.01 -0.01 0.41
O 0.03698 0.25873 -1.43290 0.09 0.18 -0.23 -0.49
C -0.83340 0.56564 -2.19695 -0.08 0.00 0.25 0.43
C -2.26604 0.06820 -2.21544 -0.02 0.00 -0.40 -0.34
C -2.74480 0.48564 -3.60528 0.00 -0.06 0.09 -0.54
C -1.88690 1.71677 -3.87157 -0.12 0.00 -0.07 -0.45
O -0.64858 1.46852 -3.18055 0.01 0.02 -0.08 -0.38
H -2.81319 0.57452 -1.41864 0.01 -0.04 0.05 0.28
H -2.29806 -1.00532 -2.05241 0.02 0.02 0.17 0.29
H -3.81169 0.68678 -3.67041 0.01 0.06 0.03 0.32
H -2.50395 -0.29552 -4.32724 0.00 0.01 -0.02 0.27
H -2.32873 2.62776 -3.46346 -0.01 -0.01 0.02 0.26
H -1.67046 1.87204 -4.92514 0.12 0.01 0.02 0.31
```
Positions in Å, forces in eV/Å.

---

Question: The highest F_max belongs to which entry?
Answer: C27H31N5O5V

---

Question: Which value of F_max does entry 3 give?
Answer: 0.80 eV Å⁻¹

---

Question: What is the energy in the first record?
Answer: -1550.2281 a.u.